Computed, not measured: a cluster of 11 separate species, C38H78N2O22 in total in a non-equilibrium geometry, with the ωB97M-V functional and the def2-TZVPD basis.

```
! RIJCOSX wB97M-V def2-TZVPD def2/J DEFGRID3
* xyz 0 1
C 0.795 -0.878 0.364
N 0.452 0.516 0.766
O 0.677 1.401 -0.020
O 0.002 0.665 1.889
H 0.322 -1.623 0.988
H 1.883 -0.910 0.357
H 0.395 -0.992 -0.643
C 1.781 1.699 -4.997
N 1.151 1.005 -3.857
O 0.614 -0.064 -4.091
O 1.197 1.525 -2.765
H 1.671 2.774 -4.873
H 1.307 1.403 -5.924
H 2.843 1.466 -4.970
O -3.914 1.015 -4.357
C -3.836 0.007 -3.735
O -3.275 -0.101 -2.525
C -2.395 0.941 -2.075
C -3.145 1.886 -1.164
C -4.325 -1.304 -4.261
H -2.009 1.477 -2.947
H -1.521 0.517 -1.582
H -2.432 2.554 -0.669
H -3.577 1.328 -0.332
H -3.884 2.480 -1.696
H -5.138 -1.086 -4.947
H -4.733 -1.922 -3.457
H -3.506 -1.879 -4.691
O 2.301 -3.177 -1.518
C 2.547 -3.698 -0.477
O 3.756 -3.666 0.098
C 4.772 -2.866 -0.484
C 5.503 -3.599 -1.593
C 1.605 -4.505 0.362
H 5.485 -2.551 0.277
H 4.333 -1.935 -0.846
H 4.827 -3.956 -2.374
H 6.061 -4.470 -1.252
H 6.164 -2.904 -2.114
H 0.671 -4.589 -0.178
H 1.449 -3.932 1.282
H 1.995 -5.471 0.667
O -2.467 2.453 4.558
C -3.512 2.141 4.037
O -4.688 2.671 4.324
C -4.720 3.737 5.283
C -4.441 3.283 6.689
C -3.551 1.041 3.023
H -5.709 4.195 5.224
H -4.086 4.554 4.926
H -5.242 2.623 7.018
H -4.406 4.162 7.342
H -3.447 2.868 6.840
H -4.528 1.067 2.523
H -3.412 0.039 3.423
H -2.830 1.148 2.215
O -0.441 -4.854 -3.402
C -1.040 -3.938 -3.897
O -1.814 -4.052 -4.979
C -1.618 -5.226 -5.816
C -2.043 -4.891 -7.222
C -1.078 -2.567 -3.283
H -2.250 -6.003 -5.380
H -0.568 -5.505 -5.730
H -2.128 -5.866 -7.712
H -1.285 -4.341 -7.780
H -2.984 -4.352 -7.280
H -1.067 -1.819 -4.073
H -0.239 -2.482 -2.600
H -2.041 -2.515 -2.768
O -2.245 -1.542 0.383
C -3.251 -2.182 0.194
O -3.297 -3.436 -0.221
C -2.064 -4.176 -0.309
C -1.678 -4.790 1.012
C -4.626 -1.609 0.395
H -1.260 -3.527 -0.666
H -2.190 -4.859 -1.147
H -1.116 -5.697 0.771
H -2.552 -5.133 1.567
H -1.039 -4.189 1.654
H -4.487 -0.556 0.645
H -5.114 -2.008 1.283
H -5.203 -1.618 -0.526
O 1.496 6.429 -2.569
C 1.940 5.473 -3.144
O 2.236 4.327 -2.557
C 2.026 4.260 -1.136
C 3.155 4.920 -0.364
C 2.226 5.511 -4.611
H 1.936 3.204 -0.894
H 1.070 4.736 -0.926
H 4.095 4.383 -0.503
H 2.975 4.940 0.710
H 3.251 5.940 -0.734
H 3.293 5.426 -4.818
H 1.800 6.375 -5.104
H 1.775 4.631 -5.083
O -0.181 6.112 1.378
C 0.252 5.394 2.236
O 1.080 5.812 3.202
C 1.322 7.221 3.308
C 2.340 7.698 2.305
C -0.183 3.958 2.454
H 1.730 7.314 4.316
H 0.398 7.798 3.322
H 3.113 6.950 2.133
H 2.890 8.577 2.661
H 1.907 8.016 1.357
H -1.264 3.907 2.383
H 0.222 3.706 3.434
H 0.233 3.208 1.785
O 5.409 0.267 -0.494
C 4.456 0.964 -0.739
O 3.577 1.390 0.159
C 3.965 1.263 1.542
C 2.805 1.623 2.442
C 4.114 1.393 -2.147
H 4.802 1.925 1.757
H 4.234 0.222 1.712
H 3.103 1.575 3.488
H 1.975 0.916 2.355
H 2.346 2.584 2.202
H 4.068 2.475 -2.252
H 3.109 1.009 -2.341
H 4.817 0.953 -2.846
O 2.064 -4.747 4.388
C 1.019 -4.172 4.562
O -0.149 -4.787 4.661
C -0.251 -6.205 4.421
C -1.650 -6.619 4.783
C 0.918 -2.679 4.685
H 0.531 -6.687 5.011
H -0.032 -6.398 3.366
H -1.776 -7.617 4.341
H -2.414 -6.047 4.261
H -1.780 -6.723 5.856
H 0.544 -2.286 3.736
H 1.833 -2.183 4.975
H 0.115 -2.462 5.395
*
```

Properties
HOMO-LUMO gap in eV: 9.9
LUMO in eV: 0.098
F_max in eV/Å: 1.961
Structure (SMILES): C[N+](=O)[O-].C[N+](=O)[O-].CCOC(C)=O.CCOC(C)=O.CCOC(C)=O.CCOC(C)=O.CCOC(C)=O.CCOC(C)=O.CCOC(C)=O.CCOC(C)=O.CCOC(C)=O

Results of the Mulliken charge analysis, in e, for atoms 1 through 4: -0.9214, 1.3490, -0.3930, -0.6045

---

Computed, not measured: a cluster of 11 separate species, C38H78N8O10 in total in a non-equilibrium geometry, with the ωB97M-V functional and the def2-TZVPD basis.

```
! RIJCOSX wB97M-V def2-TZVPD def2/J DEFGRID3
* xyz 0 1
C -5.795 -13.705 -18.945
C -4.980 -14.683 -18.152
C -4.051 -13.855 -17.227
O -4.953 -12.690 -16.979
C -5.670 -12.387 -18.142
H -6.815 -14.089 -18.960
H -5.493 -13.643 -19.991
H -4.533 -15.410 -18.829
H -5.609 -15.310 -17.519
H -3.131 -13.440 -17.638
H -3.936 -14.543 -16.390
H -5.138 -11.598 -18.675
H -6.633 -11.957 -17.869
C -0.745 -9.433 -17.264
C 0.328 -9.485 -18.235
C -0.096 -10.674 -19.148
O -1.043 -11.431 -18.383
C -1.145 -10.865 -17.104
H -1.630 -9.047 -17.770
H -0.585 -8.826 -16.373
H 1.322 -9.680 -17.835
H 0.427 -8.610 -18.877
H 0.772 -11.258 -19.456
H -0.646 -10.173 -19.944
H -0.458 -11.455 -16.497
H -2.142 -10.874 -16.663
C -9.465 -14.330 -17.810
C -10.217 -13.877 -16.631
C -10.181 -14.984 -15.580
O -9.351 -16.067 -16.153
C -8.496 -15.330 -17.136
H -9.023 -13.565 -18.449
H -10.148 -14.748 -18.549
H -11.228 -13.484 -16.743
H -9.709 -12.952 -16.360
H -11.231 -15.214 -15.395
H -9.780 -14.528 -14.675
H -8.029 -15.968 -17.887
H -7.671 -14.722 -16.764
C -7.463 -9.579 -22.810
C -6.785 -9.291 -21.488
O -7.218 -9.783 -20.447
N -5.559 -8.711 -21.470
C -4.659 -8.622 -20.316
H -6.799 -9.261 -23.613
H -8.394 -9.034 -22.968
H -7.766 -10.601 -23.039
H -5.267 -8.083 -22.205
H -4.428 -9.664 -20.093
H -5.119 -8.365 -19.362
H -3.732 -8.103 -20.563
C -10.354 -11.427 -13.471
C -9.503 -10.508 -14.355
O -9.953 -9.544 -14.926
N -8.217 -10.812 -14.372
C -7.141 -10.101 -15.068
H -9.779 -11.944 -12.703
H -10.541 -12.196 -14.220
H -11.275 -10.972 -13.106
H -7.914 -11.621 -13.848
H -6.411 -10.798 -15.479
H -6.557 -9.524 -14.351
H -7.499 -9.369 -15.791
C -8.666 -15.826 -20.864
C -7.658 -16.551 -21.714
O -6.474 -16.778 -21.374
N -8.133 -17.011 -22.855
C -7.394 -17.610 -23.943
H -9.598 -15.818 -21.428
H -8.453 -14.761 -20.775
H -8.815 -16.233 -19.863
H -9.076 -16.718 -23.069
H -7.902 -18.499 -24.319
H -6.373 -17.791 -23.607
H -7.460 -16.992 -24.838
C -0.715 -19.401 -19.168
C -1.309 -18.361 -20.018
O -0.610 -17.443 -20.572
N -2.647 -18.331 -20.238
C -3.329 -17.275 -20.835
H 0.334 -19.203 -18.945
H -0.898 -20.381 -19.608
H -1.189 -19.446 -18.187
H -3.200 -19.166 -20.112
H -3.192 -17.437 -21.904
H -2.914 -16.313 -20.537
H -4.405 -17.275 -20.662
C -6.113 -14.007 -14.189
C -6.676 -13.678 -12.781
O -7.373 -12.669 -12.630
N -6.481 -14.555 -11.781
C -7.063 -14.403 -10.466
H -5.089 -13.633 -14.188
H -6.650 -13.477 -14.976
H -6.078 -15.056 -14.484
H -6.059 -15.453 -11.972
H -7.856 -13.662 -10.369
H -6.297 -14.345 -9.693
H -7.622 -15.323 -10.291
C -4.669 -21.285 -14.826
C -4.903 -19.914 -15.418
O -3.957 -19.171 -15.588
N -6.147 -19.665 -15.744
C -6.583 -18.371 -16.272
H -5.368 -21.864 -15.428
H -4.995 -21.292 -13.786
H -3.693 -21.772 -14.836
H -6.883 -20.322 -15.963
H -6.263 -17.527 -15.659
H -7.669 -18.277 -16.304
H -6.139 -18.342 -17.267
C 0.389 -14.782 -19.187
C 0.008 -15.336 -17.802
O 0.893 -15.342 -16.966
N -1.222 -15.761 -17.481
C -1.542 -16.487 -16.210
H 1.147 -14.012 -19.045
H -0.526 -14.370 -19.615
H 0.700 -15.512 -19.934
H -2.013 -15.643 -18.098
H -2.498 -16.997 -16.336
H -1.555 -15.770 -15.390
H -0.717 -17.171 -16.011
N -4.886 -11.674 -22.970
C -5.260 -12.891 -23.209
C -4.620 -13.988 -22.645
C -3.618 -13.741 -21.767
C -3.188 -12.416 -21.488
C -3.867 -11.397 -22.151
H -6.015 -13.046 -23.965
H -4.880 -15.019 -22.836
H -2.994 -14.478 -21.282
H -2.316 -12.274 -20.866
H -3.698 -10.363 -21.887
*
```

Properties
HOMO-LUMO gap in eV: 8.7
LUMO in eV: 0.176
F_max in eV/Å: 4.855
Structure (SMILES): CNC(C)=O.CNC(C)=O.CNC(C)=O.CNC(C)=O.CNC(C)=O.CNC(C)=O.CNC(C)=O.c1ccncc1.C1CCOC1.C1CCOC1.C1CCOC1

Results of the Mulliken charge analysis, in e, for atoms 1 through 4: 1.8914, 1.4504, -0.5505, -0.5802

---

Computed, not measured: a cluster of 6 separate species, C38H81NO20S in total in a non-equilibrium geometry, with the ωB97M-V functional and the def2-TZVPD basis.

```
! RIJCOSX wB97M-V def2-TZVPD def2/J DEFGRID3
* xyz 0 1
N 6.812 7.367 -5.212
C 6.048 6.423 -5.133
O 5.459 5.170 -4.825
C 4.020 5.398 -4.588
O 3.660 6.791 -4.457
S 2.784 7.146 -3.074
O 1.988 8.409 -3.394
O 3.708 7.507 -1.913
C 1.557 5.858 -2.565
C 1.904 4.504 -3.404
C 3.542 4.427 -3.407
C 3.926 2.870 -3.679
C 4.153 2.201 -2.101
C 5.507 1.215 -1.967
O 5.385 2.687 -1.358
H 3.499 5.015 -5.554
H 0.464 6.185 -2.649
H 1.796 5.593 -1.460
H 1.416 3.563 -2.980
H 1.588 4.732 -4.496
H 3.991 4.670 -2.369
H 3.088 2.263 -4.161
H 4.963 2.721 -4.135
H 3.168 1.884 -1.481
H 5.544 0.435 -1.136
H 6.156 1.194 -2.919
C 1.084 -1.146 5.012
O 2.232 -1.367 4.215
C 1.907 -1.911 2.938
C 3.010 -1.606 1.931
O 2.948 -0.272 1.417
C 3.362 0.761 2.314
C 4.874 0.795 2.528
O 5.261 -0.200 3.473
C 6.626 -0.553 3.347
H 0.561 -2.088 5.204
H 1.405 -0.718 5.963
H 0.412 -0.433 4.524
H 0.959 -1.498 2.575
H 1.806 -2.996 3.057
H 2.864 -2.256 1.064
H 4.002 -1.829 2.329
H 2.814 0.707 3.256
H 3.069 1.698 1.830
H 5.168 1.769 2.935
H 5.380 0.633 1.571
H 6.822 -0.968 2.353
H 6.849 -1.321 4.089
H 7.265 0.316 3.527
C 3.336 -0.287 -5.977
O 2.252 0.039 -6.824
C 2.664 0.299 -8.165
C 1.505 0.071 -9.128
O 1.287 -1.311 -9.418
C 0.690 -2.070 -8.366
C -0.790 -1.761 -8.166
O -0.946 -0.563 -7.408
C -2.215 0.034 -7.605
H 4.045 0.546 -5.921
H 2.943 -0.486 -4.978
H 3.841 -1.190 -6.334
H 3.501 -0.352 -8.442
H 2.989 1.345 -8.217
H 1.765 0.531 -10.086
H 0.587 0.552 -8.785
H 1.257 -1.971 -7.440
H 0.775 -3.115 -8.681
H -1.264 -2.574 -7.603
H -1.278 -1.663 -9.142
H -2.348 0.306 -8.657
H -2.258 0.945 -7.006
H -3.011 -0.644 -7.285
C -4.355 -1.956 0.320
O -3.295 -1.624 -0.557
C -2.324 -0.786 0.062
C -0.979 -0.915 -0.643
O -0.256 -2.089 -0.264
C -0.750 -3.322 -0.794
C -0.458 -3.486 -2.282
O -1.405 -2.756 -3.055
C -0.915 -2.459 -4.350
H -4.887 -1.054 0.639
H -5.049 -2.607 -0.214
H -3.975 -2.499 1.191
H -2.207 -1.051 1.120
H -2.682 0.247 -0.013
H -0.351 -0.076 -0.327
H -1.076 -0.846 -1.728
H -1.808 -3.455 -0.566
H -0.207 -4.106 -0.256
H -0.544 -4.543 -2.561
H 0.558 -3.136 -2.493
H -0.015 -1.839 -4.282
H -1.680 -1.893 -4.883
H -0.702 -3.380 -4.899
C 0.162 2.995 10.793
O 1.219 3.328 9.914
C 2.192 4.167 10.532
C 3.535 4.039 9.823
O 4.260 2.865 10.199
C 3.768 1.631 9.669
C 4.054 1.463 8.180
O 3.100 2.188 7.409
C 3.577 2.481 6.108
H -0.369 3.896 11.115
H -0.532 2.343 10.260
H 0.545 2.451 11.662
H 2.312 3.900 11.588
H 1.833 5.199 10.458
H 4.163 4.878 10.138
H 3.435 4.110 8.738
H 2.711 1.496 9.901
H 4.314 0.850 10.207
H 3.967 0.405 7.906
H 5.068 1.813 7.963
H 4.477 3.103 6.164
H 2.805 3.043 5.580
H 3.787 1.558 5.560
C -9.900 -7.090 2.283
O -9.960 -5.729 1.900
C -8.894 -4.963 2.456
C -8.637 -3.718 1.615
O -7.875 -3.985 0.435
C -8.572 -4.656 -0.618
C -9.577 -3.760 -1.336
O -10.782 -3.667 -0.583
C -11.531 -2.511 -0.912
H -9.986 -7.187 3.370
H -10.733 -7.614 1.812
H -8.967 -7.544 1.935
H -7.978 -5.563 2.507
H -9.191 -4.670 3.469
H -8.021 -3.034 2.207
H -9.560 -3.186 1.377
H -9.027 -5.581 -0.263
H -7.798 -4.938 -1.340
H -9.827 -4.195 -2.311
H -9.139 -2.767 -1.483
H -10.951 -1.607 -0.694
H -12.429 -2.500 -0.293
H -11.821 -2.530 -1.966
*
```

Properties
HOMO-LUMO gap in eV: 9.1
LUMO in eV: -0.116
F_max in eV/Å: 9.017
Structure (SMILES): N#CO[C@@H]1OS(=O)(=O)CC[C@H]1C[C@H]1CO1.COCCOCCOC.COCCOCCOC.COCCOCCOC.COCCOCCOC.COCCOCCOC

Results of the Mulliken charge analysis, in e, for atoms 1 through 4: -0.4725, 0.3856, -0.2638, 0.3617